{"formula": "C33H66ClN3O6RbSb2Se4Si3", "method": "the ωB97M-V functional and the def2-TZVPD basis", "total_charge": -1, "homo_lumo_gap_ev": 4.8, "homo_energy_ev": -3.54, "e_above_lowest_ev": 4.296, "spin_multiplicity": 1, "species": ["Rb", "C", "C", "C", "O", "C", "O", "O", "H", "H", "H", "H", "H", "H", "H", "C", "O", "C", "C", "O", "C", "H", "H", "H", "H", "H", "H", "H", "H", "H", "H", "Se", "Sb", "Se", "Se", "Se", "C", "Si", "C", "C", "Sb", "Si", "C", "C", "C", "Si", "C", "C", "C", "H", "H", "H", "H", "H", "H", "H", "H", "H", "H", "H", "H", "H", "H", "H", "H", "H", "H", "H", "H", "H", "H", "H", "H", "H", "H", "H", "C", "C", "C", "C", "C", "O", "C", "C", "C", "C", "C", "C", "Cl", "C", "C", "C", "N", "C", "N", "C", "N", "H", "H", "H", "H", "H", "H", "H", "H", "H", "H", "H", "H", "H", "H", "H", "H", "H", "H", "H", "H", "H", "H"], "xyz": [[1.086, -0.460, -0.989], [1.635, 4.331, 1.611], [0.938, 3.116, 2.210], [-0.564, 3.320, 1.993], [1.127, 3.256, 3.647], [1.453, 1.732, 1.818], [1.175, 1.531, 0.603], [2.024, 0.998, 2.631], [1.455, 5.218, 2.252], [1.191, 4.530, 0.612], [2.697, 4.192, 1.471], [-0.881, 4.281, 2.312], [-1.180, 2.583, 2.486], [-0.728, 3.129, 0.964], [1.289, 2.377, 3.981], [2.192, -3.968, -2.320], [2.677, -2.907, -1.430], [3.469, -3.513, -0.417], [4.393, -2.423, 0.143], [3.694, -1.191, 0.260], [4.472, -0.266, 1.096], [1.455, -4.618, -1.773], [2.977, -4.588, -2.708], [1.592, -3.485, -3.082], [4.068, -4.345, -0.806], [2.776, -4.030, 0.390], [5.309, -2.302, -0.433], [4.695, -2.832, 1.129], [4.957, -0.817, 1.928], [3.866, 0.551, 1.524], [5.265, 0.130, 0.415], [5.906, 1.972, -2.707], [4.276, 2.045, -5.538], [5.850, 2.529, -7.367], [6.510, 0.854, -4.746], [4.450, 3.692, -3.553], [-0.248, 0.931, 6.599], [-0.825, -0.523, 5.624], [-2.104, -1.659, 6.452], [-1.474, 0.313, 4.063], [1.403, -1.694, 4.729], [3.352, -1.346, 6.249], [2.827, -0.853, 8.023], [4.227, 0.083, 5.294], [4.689, -2.687, 6.493], [0.881, -4.227, 5.199], [-0.542, -4.604, 4.038], [2.315, -5.325, 4.706], [0.464, -4.525, 7.032], [-1.154, 1.546, 6.787], [0.498, 1.482, 5.966], [0.149, 0.539, 7.527], [-3.098, -1.245, 6.322], [-1.873, -1.866, 7.478], [-2.215, -2.570, 5.804], [-0.947, 0.040, 3.138], [-1.314, 1.434, 4.136], [-2.487, -0.040, 3.930], [2.803, 0.249, 8.140], [3.669, -1.184, 8.684], [1.906, -1.265, 8.336], [3.497, 0.686, 4.779], [4.914, -0.350, 4.524], [4.827, 0.599, 6.163], [4.418, -3.776, 6.572], [5.300, -2.458, 7.412], [5.436, -2.671, 5.692], [-0.462, -4.103, 3.030], [-1.553, -4.316, 4.343], [-0.437, -5.675, 3.726], [1.834, -6.330, 4.479], [3.013, -5.376, 5.612], [2.904, -4.856, 3.863], [-0.541, -4.227, 7.374], [1.145, -4.038, 7.712], [0.505, -5.657, 7.162], [-3.193, 0.739, -2.694], [-4.394, 0.475, -3.734], [-5.403, 1.613, -3.380], [-5.013, -0.864, -3.253], [-4.115, 0.509, -5.244], [-5.441, 0.369, -5.765], [-3.476, 1.801, -5.681], [-3.772, 2.271, -7.121], [-3.272, 3.717, -7.474], [-4.217, 4.620, -8.007], [-3.926, 6.009, -8.110], [-2.605, 6.390, -7.899], [-2.190, 8.068, -7.732], [-1.668, 5.440, -7.607], [-1.971, 4.144, -7.341], [-3.281, -0.756, -5.678], [-1.889, -1.083, -5.207], [-0.794, -0.307, -5.048], [0.049, -0.927, -4.222], [-0.570, -2.089, -3.951], [-1.817, -2.189, -4.395], [-3.533, 1.092, -1.661], [-2.632, 1.570, -3.045], [-2.427, -0.071, -2.709], [-6.181, 1.256, -2.687], [-5.867, 2.192, -4.185], [-4.900, 2.395, -2.780], [-5.436, -0.808, -2.203], [-4.291, -1.684, -3.293], [-5.875, -1.203, -3.895], [-5.506, 0.597, -6.713], [-2.411, 1.761, -5.497], [-3.820, 2.617, -4.990], [-4.853, 2.238, -7.284], [-3.220, 1.630, -7.782], [-5.186, 4.219, -8.243], [-4.565, 6.798, -8.499], [-0.639, 5.842, -7.424], [-1.157, 3.476, -6.989], [-3.318, -0.797, -6.795], [-3.821, -1.741, -5.470], [-0.499, 0.630, -5.544], [-0.171, -3.035, -3.573]], "mulliken_charge": [0.98, -1.71, 1.73, -1.57, -0.68, 0.20, -0.67, -0.44, 0.39, 0.33, 0.39, 0.39, 0.21, 0.41, 0.26, -0.78, -0.09, -0.37, -0.51, -0.05, -0.33, 0.33, 0.37, 0.03, 0.34, 0.18, 0.36, 0.27, 0.21, -0.06, 0.21, -0.11, 0.47, -0.72, -0.29, -0.35, -0.97, 0.63, -1.07, -0.86, -0.54, 0.68, -1.25, -0.76, -1.07, 0.43, -1.06, -0.90, -1.05, 0.38, 0.15, 0.30, 0.40, 0.32, 0.15, 0.23, -0.03, 0.51, 0.34, 0.37, 0.34, 0.08, 0.16, 0.27, 0.19, 0.34, 0.32, 0.25, 0.33, 0.38, 0.39, 0.21, 0.16, 0.30, 0.27, 0.32, -1.76, 1.89, -1.61, -1.85, 2.02, -0.67, -0.43, -1.03, 0.12, -0.62, -0.67, 0.36, -0.22, -0.52, -0.27, -2.39, 0.77, -0.03, -0.41, -0.16, -0.85, 0.42, 0.51, 0.06, 0.38, 0.29, 0.40, 0.43, 0.37, 0.33, 0.42, 0.18, 0.51, 0.67, 0.23, 0.38, 0.35, 0.33, 0.38, 0.48, 0.45, 0.53, 0.28]}

{"formula": "C33H69BBrClF2N5O9P2S4", "method": "the ωB97M-V functional and the def2-TZVPD basis", "total_charge": 1, "homo_lumo_gap_ev": 7.1, "homo_energy_ev": -10.78, "e_above_lowest_ev": 10.145, "spin_multiplicity": 1, "species": ["C", "C", "C", "C", "N", "C", "N", "C", "C", "C", "F", "B", "O", "N", "C", "C", "N", "C", "C", "C", "Br", "C", "Cl", "P", "C", "C", "C", "F", "P", "N", "H", "H", "H", "H", "H", "H", "H", "H", "H", "H", "H", "H", "H", "H", "H", "H", "H", "H", "H", "H", "H", "H", "H", "H", "H", "H", "H", "H", "H", "H", "H", "H", "H", "H", "H", "H", "H", "C", "C", "C", "S", "O", "O", "C", "H", "H", "H", "H", "H", "H", "H", "H", "C", "C", "C", "S", "O", "O", "C", "H", "H", "H", "H", "H", "H", "H", "H", "C", "C", "C", "S", "O", "O", "C", "H", "H", "H", "H", "H", "H", "H", "H", "C", "C", "C", "S", "O", "O", "C", "H", "H", "H", "H", "H", "H", "H", "H"], "xyz": [[5.608, 2.277, 2.444], [5.043, 0.744, 2.263], [3.417, 0.589, 2.439], [2.931, -0.732, 3.277], [2.011, -1.671, 2.558], [0.891, -1.208, 1.706], [-0.003, -0.175, 1.671], [0.035, 0.829, 2.793], [-1.359, 1.629, 3.109], [-2.568, 0.650, 3.724], [-2.082, -0.304, 4.748], [-1.036, 0.006, 0.530], [-2.126, -0.936, 0.223], [-0.940, 1.281, -0.285], [-0.098, 1.132, -1.530], [-2.292, 1.834, -0.681], [0.656, -2.183, 0.535], [-0.120, -3.443, 0.843], [-1.125, -3.366, 2.129], [-2.435, -4.331, 1.741], [-0.395, -4.098, 3.840], [2.094, -2.540, 0.137], [2.524, -0.996, -0.867], [2.389, -3.900, -1.177], [4.010, -3.585, -2.176], [0.924, -3.774, -2.406], [2.713, -2.693, 1.643], [2.586, -3.959, 2.398], [4.588, -2.592, 1.342], [5.156, -4.058, 0.834], [6.792, 2.210, 2.574], [5.075, 2.741, 3.388], [5.392, 2.918, 1.460], [5.278, 0.443, 1.132], [5.624, -0.056, 2.917], [3.064, 1.557, 3.041], [2.896, 0.705, 1.371], [2.326, -0.316, 4.219], [3.883, -1.251, 3.777], [0.266, 0.206, 3.785], [0.858, 1.672, 2.599], [-1.105, 2.356, 4.023], [-1.737, 2.341, 2.257], [-3.097, 0.148, 2.801], [-3.345, 1.383, 4.212], [-1.893, -1.555, -0.536], [-0.420, 1.988, -2.284], [1.022, 1.400, -1.218], [-0.193, 0.104, -2.081], [-3.055, 1.933, 0.203], [-2.689, 1.193, -1.578], [-2.092, 2.941, -1.074], [-0.816, -3.637, -0.108], [0.523, -4.414, 0.961], [-1.577, -2.315, 2.365], [-2.011, -5.432, 1.578], [-3.267, -4.326, 2.566], [-2.849, -3.979, 0.701], [4.638, -2.663, -1.764], [3.802, -3.518, -3.331], [4.725, -4.528, -2.019], [1.292, -3.558, -3.497], [0.318, -4.794, -2.306], [0.231, -2.909, -2.026], [5.339, -2.334, 2.579], [5.006, -1.655, 0.324], [4.372, -4.739, 0.743], [1.998, -1.370, -7.794], [3.072, -1.312, -6.710], [2.663, -0.226, -5.716], [0.880, -0.136, -5.780], [0.503, 1.156, -6.315], [0.332, -0.652, -4.542], [0.667, -1.360, -7.057], [2.102, -2.259, -8.423], [2.076, -0.487, -8.440], [3.124, -2.280, -6.197], [4.062, -1.110, -7.131], [2.979, -0.472, -4.699], [3.063, 0.751, -6.004], [-0.176, -1.090, -7.696], [0.478, -2.321, -6.571], [-6.560, 4.785, 1.317], [-5.875, 5.795, 2.236], [-4.701, 5.083, 2.906], [-4.183, 3.801, 1.775], [-4.439, 2.515, 2.389], [-2.892, 4.150, 1.216], [-5.440, 4.101, 0.548], [-7.274, 5.268, 0.643], [-7.107, 4.049, 1.919], [-5.504, 6.638, 1.639], [-6.568, 6.201, 2.980], [-3.867, 5.766, 3.087], [-5.003, 4.607, 3.842], [-5.747, 3.159, 0.089], [-5.017, 4.769, -0.209], [-5.408, -2.260, 4.276], [-5.099, -3.329, 5.323], [-6.381, -3.580, 6.115], [-7.733, -3.203, 5.009], [-8.441, -2.050, 5.524], [-8.410, -4.432, 4.647], [-6.724, -2.679, 3.636], [-4.609, -2.177, 3.533], [-5.521, -1.285, 4.764], [-4.788, -4.253, 4.821], [-4.281, -3.023, 5.983], [-6.456, -4.622, 6.438], [-6.455, -2.915, 6.979], [-7.217, -1.867, 3.099], [-6.585, -3.539, 2.976], [5.395, 4.811, -4.059], [4.083, 4.127, -3.679], [3.583, 3.378, -4.913], [5.035, 2.958, -5.866], [4.989, 3.682, -7.118], [5.247, 1.525, -5.805], [6.212, 3.758, -4.794], [5.925, 5.189, -3.180], [5.191, 5.659, -4.723], [4.265, 3.415, -2.864], [3.339, 4.847, -3.326], [3.051, 2.463, -4.640], [2.942, 4.011, -5.533], [7.027, 4.181, -5.383], [6.599, 3.005, -4.101]], "mulliken_charge": [-1.00, -0.27, 0.53, -1.31, 0.67, -1.76, 0.75, -0.11, -0.79, -0.08, -0.40, 0.12, -0.58, 0.19, -0.72, -0.58, 1.23, -1.08, 0.43, -0.89, -0.10, -0.55, 0.16, 0.08, -0.60, -0.47, 0.27, -0.35, 0.71, -0.80, 0.33, 0.29, 0.21, 0.05, 0.22, 0.32, -0.12, 0.37, 0.62, 0.24, 0.00, 0.44, 0.28, 0.14, 0.43, 0.30, 0.39, 0.04, 0.21, -0.05, 0.35, 0.36, 0.30, 0.47, -0.25, 0.38, 0.16, 0.26, 0.13, 0.27, 0.35, 0.27, 0.29, -0.08, 0.08, 0.00, 0.33, -0.67, -0.67, 0.11, 1.06, -0.67, -0.56, -0.72, 0.39, 0.30, 0.17, 0.36, 0.47, -0.43, 0.42, 0.32, -0.56, -0.64, -0.83, 1.29, -0.66, -0.75, -0.77, 0.37, 0.27, 0.29, 0.34, 0.37, 0.39, 0.41, 0.39, -0.01, -0.69, -0.69, 1.14, -0.65, -0.66, -0.82, -0.09, 0.28, 0.22, 0.43, 0.41, 0.34, 0.44, 0.35, -0.64, -0.67, -0.07, 1.17, -0.65, -0.60, -0.72, 0.36, 0.31, 0.17, 0.37, -0.09, 0.41, 0.42, 0.33]}

The evaluated max |F| for the records listed, in turn: 3.34 5.17 eV/A.